ORCA calculation (wB97M-V/def2-TZVPD) on a cluster of 2 separate species, CH3BrClN in total.

The net charge is 0. As for the gap between HOMO and LUMO: 11.789 eV. The value obtained for the energy relative to the best compared isomer or geometry (same formula, charge and spin) is 0.688 eV. Its SMILES is [H]/N=C\Cl.Br.

Geometry (Å):
H1 -1.276 -1.277 1.488
N1 -1.407 -0.328 1.083
C1 -1.058 -0.238 -0.080
Cl1 -0.425 -1.563 -1.236
H2 -1.008 0.638 -0.665
Br1 3.926 -0.490 0.358
H3 3.407 0.053 1.524



ORCA calculation (wB97M-V/def2-TZVPD) on a cluster of 3 separate species, C4H14NO2 in total.

The net charge is +1. As for the gap between HOMO and LUMO: 10.979 eV. The value obtained for the energy relative to the best compared isomer or geometry (same formula, charge and spin) is 1.610 eV.

Geometry (Å):
C1 1.448 0.922 2.383
C2 1.999 0.093 1.253
C3 1.116 0.158 0.014
C4 1.171 -0.776 -0.918
N1 0.366 -0.680 -2.147
H1 0.467 0.613 2.758
H2 1.419 1.992 2.094
H3 2.077 0.925 3.292
H4 2.126 -0.950 1.565
H5 2.998 0.416 0.958
H6 0.362 0.910 0.215
H7 1.820 -1.648 -0.828
H8 -0.704 -0.597 -1.963
H9 0.591 0.105 -2.746
H10 0.382 -1.603 -2.585
H11 -2.697 -0.625 -0.975
H12 -3.042 0.036 -2.409
O1 -2.536 -0.645 -1.939
H13 -3.881 0.189 0.774
H14 -2.571 1.016 0.479
O2 -2.910 0.151 0.724



ORCA calculation (wB97M-V/def2-TZVPD) on a structure of composition C29H58Cl18F2GaO4.

The net charge is -1. As for the gap between HOMO and LUMO: 6.330 eV.

Geometry (Å):
C1 0.584 9.414 -2.144
C2 0.407 8.206 -3.065
O1 1.700 7.625 -3.228
C3 1.714 6.460 -3.958
O2 2.305 6.391 -5.022
C4 1.038 5.262 -3.345
C5 2.048 4.608 -2.363
C6 1.776 3.111 -2.125
Ga1 2.238 2.715 -0.179
F1 1.087 3.771 0.798
O3 1.947 0.878 0.098
C7 1.244 0.544 1.256
C8 2.023 -0.394 2.187
C9 1.241 -0.495 3.506
O4 3.325 0.074 2.477
C10 4.135 3.327 0.248
C11 4.399 3.573 1.726
F2 5.083 2.345 -0.163
H1 -0.151 10.182 -2.371
H2 1.573 9.815 -2.348
H3 0.517 9.103 -1.107
H4 0.012 8.520 -4.030
H5 -0.278 7.523 -2.568
H6 0.769 4.548 -4.116
H7 0.150 5.544 -2.786
H8 1.941 5.128 -1.411
H9 3.065 4.737 -2.734
H10 2.310 2.464 -2.819
H11 0.704 2.943 -2.259
H12 0.943 1.413 1.859
H13 0.304 0.006 1.014
H14 2.106 -1.377 1.710
H15 1.114 -1.532 3.817
H16 0.248 -0.087 3.343
H17 1.748 0.132 4.236
H18 3.663 0.606 1.746
H19 4.360 4.261 -0.271
H20 5.491 3.560 1.833
H21 4.023 2.777 2.360
H22 4.076 4.564 2.038
Cl1 -1.992 -0.380 1.902
C12 -3.585 -0.389 2.702
C13 -3.812 0.853 3.520
Cl2 -2.750 0.917 4.957
H23 -3.652 -1.287 3.312
H24 -4.329 -0.457 1.916
H25 -4.839 0.869 3.885
H26 -3.639 1.753 2.937
Cl3 -6.336 -1.469 1.931
C14 -7.150 -2.311 0.586
C15 -6.715 -3.750 0.485
Cl4 -5.013 -3.899 -0.030
H27 -6.940 -1.764 -0.329
H28 -8.220 -2.263 0.778
H29 -7.318 -4.269 -0.256
H30 -6.823 -4.266 1.436
Cl5 6.226 1.103 3.220
C16 7.918 1.630 3.129
C17 8.476 1.487 1.735
Cl6 8.667 -0.222 1.259
H31 8.495 1.056 3.851
H32 7.942 2.679 3.425
H33 9.465 1.941 1.686
H34 7.834 1.970 1.002
Cl7 -0.557 -2.957 4.041
C18 -1.287 -2.890 5.659
C19 -2.497 -3.781 5.771
Cl8 -3.864 -3.188 4.789
H35 -1.530 -1.851 5.873
H36 -0.528 -3.219 6.367
H37 -2.839 -3.812 6.805
H38 -2.276 -4.796 5.450
Cl9 -11.147 -1.821 1.405
C20 -11.962 -2.670 0.066
C21 -11.532 -4.110 -0.035
Cl10 -9.834 -4.263 -0.555
H39 -11.752 -2.127 -0.852
H40 -13.032 -2.620 0.260
H41 -12.140 -4.626 -0.776
H42 -11.638 -4.626 0.916
Cl11 0.227 5.076 -8.181
C22 1.881 5.741 -8.244
C23 2.475 5.650 -9.625
Cl12 2.811 3.967 -10.114
H43 2.483 5.213 -7.511
H44 1.814 6.783 -7.940
H45 3.424 6.182 -9.648
H46 1.816 6.087 -10.372
Cl13 -1.021 -6.309 2.511
C24 -1.516 -5.477 1.011
C25 -0.331 -5.140 0.141
Cl14 0.704 -3.879 0.856
H47 -2.082 -4.590 1.290
H48 -2.179 -6.155 0.475
H49 -0.675 -4.758 -0.819
H50 0.285 -6.016 -0.040
Cl15 3.232 -9.927 3.074
C26 3.507 -8.550 1.971
C27 2.274 -7.704 1.794
Cl16 0.993 -8.558 0.894
H51 3.857 -8.947 1.022
H52 4.301 -7.947 2.409
H53 2.521 -6.810 1.223
H54 1.857 -7.394 2.749
Cl17 2.445 -4.897 -2.067
C28 2.789 -3.470 -3.080
C29 1.588 -2.568 -3.201
Cl18 0.279 -3.322 -4.156
H55 3.130 -3.822 -4.051
H56 3.603 -2.928 -2.602
H57 1.869 -1.649 -3.713
H58 1.186 -2.309 -2.225



ORCA calculation (wB97M-V/def2-TZVPD) on a structure of composition C33H32N4OPS2Se2Ti.

The net charge is 0. As for the gap between HOMO and LUMO (alpha / beta): 7.096 / 7.508 eV. The value obtained for the energy relative to the best compared isomer or geometry (same formula, charge and spin) is 1.017 eV. As for the spin multiplicity: 2.

Geometry (Å):
Ti1 0.452 0.065 0.084
C1 1.677 3.859 1.669
C2 1.790 2.461 1.136
N1 0.745 1.830 0.654
N2 -0.514 2.350 0.632
C3 -1.175 2.079 -0.444
S1 -0.491 1.222 -1.800
S2 -2.841 2.643 -0.539
C4 -2.586 3.660 -2.058
C5 -1.623 4.736 -1.693
C6 -2.046 5.796 -0.901
C7 -1.138 6.728 -0.436
C8 0.207 6.601 -0.750
C9 0.634 5.548 -1.539
C10 -0.275 4.618 -2.012
C11 3.052 1.772 1.115
C12 4.200 2.316 1.718
C13 5.407 1.654 1.701
C14 5.526 0.423 1.065
C15 4.433 -0.124 0.430
C16 3.189 0.518 0.444
O1 2.180 -0.065 -0.167
H1 0.644 4.195 1.596
H2 2.310 4.542 1.102
H3 1.988 3.885 2.712
H4 -3.573 4.038 -2.310
H5 -2.215 2.995 -2.837
H6 -3.091 5.867 -0.632
H7 -1.473 7.541 0.191
H8 0.921 7.315 -0.366
H9 1.683 5.436 -1.773
H10 0.063 3.788 -2.616
H11 4.132 3.269 2.221
H12 6.262 2.088 2.197
H13 6.466 -0.107 1.082
H14 4.488 -1.071 -0.090
Se1 0.586 -0.440 2.738
P1 -1.473 -1.030 2.267
Se2 -2.118 -0.984 0.212
C17 -1.672 -2.706 2.986
C18 -2.220 -3.750 2.258
C19 -2.408 -4.978 2.868
C20 -2.039 -5.159 4.191
C21 -1.474 -4.118 4.912
C22 -1.289 -2.888 4.310
C23 -2.697 -0.058 3.212
C24 -3.941 -0.642 3.433
C25 -4.941 0.090 4.044
C26 -4.704 1.403 4.420
C27 -3.462 1.979 4.205
C28 -2.456 1.252 3.594
H15 -2.502 -3.594 1.223
H16 -2.856 -5.790 2.314
H17 -2.194 -6.116 4.666
H18 -1.184 -4.265 5.942
H19 -0.838 -2.063 4.846
H20 -4.119 -1.660 3.116
H21 -5.906 -0.363 4.224
H22 -5.496 1.981 4.871
H23 -3.283 2.998 4.514
H24 -1.486 1.698 3.412
C29 1.519 -5.371 0.832
C30 1.194 -4.179 0.012
C31 1.133 -3.999 -1.356
C32 0.799 -2.651 -1.550
N3 0.645 -2.056 -0.373
N4 0.890 -2.989 0.560
C33 0.625 -1.910 -2.826
H25 2.375 -5.895 0.411
H26 0.676 -6.061 0.845
H27 1.743 -5.078 1.856
H28 1.302 -4.734 -2.114
H29 0.887 -2.748 1.548
H30 1.187 -2.392 -3.623
H31 0.978 -0.879 -2.705
H32 -0.428 -1.881 -3.117



ORCA calculation (wB97M-V/def2-TZVPD) on a cluster of 2 separate species, C5H5FO in total.

The net charge is 0. As for the gap between HOMO and LUMO: 10.381 eV. The value obtained for the energy relative to the best compared isomer or geometry (same formula, charge and spin) is 2.936 eV. Its SMILES is C=C=CF.C=C=O.

Geometry (Å):
C1 2.797 -0.899 1.033
C2 1.873 -0.183 0.516
C3 0.987 0.583 -0.036
F1 1.301 1.876 -0.289
H1 3.566 -1.399 0.498
H2 3.075 -1.028 2.141
H3 0.205 0.301 -0.627
C4 -2.328 -0.132 1.313
C5 -2.326 -0.371 0.066
O1 -2.364 -0.583 -1.089
H4 -3.217 -0.067 1.865
H5 -1.349 -0.214 1.779



ORCA calculation (wB97M-V/def2-TZVPD) on a cluster of 2 separate species, C3H9N2P in total.

The net charge is 0. As for the gap between HOMO and LUMO (alpha / beta): 6.764 / 7.455 eV. The value obtained for the energy relative to the best compared isomer or geometry (same formula, charge and spin) is 3.536 eV.

Geometry (Å):
C1 -0.713 -0.607 -0.539
C2 -0.592 -1.920 -1.257
C3 -1.617 1.570 -0.057
N1 -1.567 0.259 -0.335
N2 2.221 0.052 1.812
P1 1.762 0.766 0.327
H1 -0.974 -2.802 -0.743
H2 -1.147 -1.876 -2.155
H3 0.442 -2.140 -1.447
H4 -2.167 2.157 -0.767
H5 -0.550 1.921 0.081
H6 -2.259 1.773 0.926
H7 1.592 0.486 2.541
H8 3.072 0.556 2.006
H9 2.498 -0.197 -0.393



ORCA calculation (wB97M-V/def2-TZVPD) on the molecule C16H23NO4.

The net charge is 0. As for the gap between HOMO and LUMO: 9.846 eV. The value obtained for the energy relative to the best compared isomer or geometry (same formula, charge and spin) is 0.849 eV. Its SMILES is CC(C)C[C@H](OC(=O)c1ccco1)C(=O)NC1CCCC1.

Geometry (Å):
C1 -2.109 -3.468 0.774
C2 -1.675 -2.891 -0.571
C3 -1.735 -3.970 -1.652
C4 -0.255 -2.318 -0.516
C5 -0.092 -1.129 0.438
O1 -0.901 -0.032 0.006
C6 -1.956 0.307 0.760
O2 -2.286 -0.246 1.780
C7 -2.666 1.453 0.189
C8 -3.817 2.068 0.619
C9 -4.063 3.114 -0.291
C10 -3.050 3.060 -1.204
O3 -2.205 2.065 -0.926
C11 1.391 -0.727 0.456
O4 2.207 -1.412 1.036
N1 1.661 0.385 -0.247
C12 2.974 0.977 -0.408
C13 4.012 0.038 -1.029
C14 5.330 0.765 -0.768
C15 5.134 1.499 0.573
C16 3.642 1.378 0.913
H1 -1.374 -4.184 1.135
H2 -2.232 -2.685 1.517
H3 -3.064 -3.979 0.669
H4 -2.367 -2.086 -0.847
H5 -1.445 -3.566 -2.620
H6 -2.743 -4.368 -1.736
H7 -1.062 -4.787 -1.404
H8 0.039 -1.989 -1.516
H9 0.444 -3.090 -0.191
H10 -0.385 -1.411 1.454
H11 -4.394 1.791 1.477
H12 -4.877 3.810 -0.273
H13 -2.835 3.661 -2.067
H14 0.873 0.856 -0.665
H15 2.848 1.858 -1.046
H16 3.983 -0.909 -0.492
H17 3.832 -0.146 -2.087
H18 5.518 1.485 -1.566
H19 6.170 0.075 -0.736
H20 5.429 2.544 0.482
H21 5.742 1.052 1.358
H22 3.479 0.576 1.631
H23 3.229 2.300 1.320



ORCA calculation (wB97M-V/def2-TZVPD) on a structure of composition C31H30N5O7SSb2Se2Sn.

The net charge is +1. As for the gap between HOMO and LUMO: 7.230 eV. The value obtained for the energy relative to the best compared isomer or geometry (same formula, charge and spin) is 1.819 eV.

Geometry (Å):
Sn1 -1.219 0.827 0.225
Se1 -4.914 7.914 -1.374
N1 -3.920 7.364 -0.003
C1 -3.338 6.256 -0.375
C2 -2.443 5.491 0.483
C3 -2.098 5.916 1.765
C4 -1.249 5.139 2.521
C5 -0.790 3.944 1.979
N2 -1.105 3.523 0.763
C6 -1.909 4.289 0.006
C7 -2.187 3.833 -1.371
N3 -1.598 2.699 -1.772
C8 -1.817 2.276 -3.006
C9 -2.620 2.955 -3.918
C10 -3.236 4.117 -3.512
C11 -3.023 4.573 -2.211
C12 -3.631 5.797 -1.707
N4 -4.449 6.538 -2.403
H1 -2.504 6.847 2.138
H2 -0.943 5.437 3.514
H3 -0.137 3.299 2.558
H4 -1.347 1.339 -3.284
H5 -2.759 2.561 -4.915
H6 -3.881 4.680 -4.173
C13 -0.218 -2.493 -4.663
Sb1 -0.124 -2.290 -2.538
C14 -1.138 -4.118 -2.125
C15 3.954 -1.973 -2.680
C16 3.366 -3.172 -2.548
C17 2.453 -3.638 -3.588
C18 1.726 -4.756 -3.443
C19 1.839 -5.550 -2.235
C20 2.694 -5.210 -1.258
C21 3.556 -4.041 -1.361
C22 4.487 -3.802 -0.406
Sb2 2.873 -1.868 0.973
C23 1.151 -3.124 1.072
C24 3.864 -2.700 2.678
H7 0.231 -3.442 -4.961
H8 0.298 -1.677 -5.166
H9 -1.267 -2.496 -4.956
H10 -0.652 -4.926 -2.670
H11 -2.169 -4.031 -2.468
H12 -1.131 -4.334 -1.059
H13 4.605 -1.551 -1.928
H14 3.783 -1.376 -3.566
H15 2.385 -3.040 -4.490
H16 1.062 -5.090 -4.230
H17 1.240 -6.446 -2.141
H18 2.794 -5.830 -0.375
H19 5.263 -3.059 -0.531
H20 4.604 -4.496 0.417
H21 1.302 -3.923 1.797
H22 0.977 -3.555 0.087
H23 0.285 -2.531 1.350
H24 3.750 -3.783 2.679
H25 3.396 -2.298 3.576
H26 4.921 -2.445 2.680
O1 2.150 -0.316 2.322
C25 1.036 -0.091 2.880
N5 -0.117 -0.517 2.420
S1 -1.357 0.033 3.312
O2 -2.099 -0.971 3.987
O3 -2.125 0.884 2.378
C26 -0.387 0.988 4.439
C27 -0.765 1.724 5.540
C28 0.259 2.303 6.285
C29 1.594 2.127 5.932
C30 1.954 1.361 4.828
C31 0.939 0.788 4.086
H27 -1.803 1.844 5.817
H28 0.014 2.891 7.158
H29 2.364 2.589 6.536
H30 2.990 1.214 4.554
O4 -1.747 -1.443 -0.061
Se2 -2.850 -1.133 -1.257
O5 -3.137 0.467 -0.954
O6 -1.883 -1.173 -2.649
O7 -4.072 -2.119 -1.402



ORCA calculation (wB97M-V/def2-TZVPD) on a structure of composition C36H37BCaCl2N7OSi.

The net charge is -1. As for the gap between HOMO and LUMO: 6.304 eV. The value obtained for the energy relative to the best compared isomer or geometry (same formula, charge and spin) is 0.482 eV.

Geometry (Å):
Ca1 0.945 0.415 0.131
C1 0.788 -2.610 2.345
C2 -0.476 -1.880 2.026
C3 -1.789 -2.366 2.042
C4 -2.571 -1.312 1.610
C5 -4.050 -1.284 1.413
N1 -1.752 -0.264 1.373
N2 -0.471 -0.609 1.637
B1 -2.144 1.191 0.991
N3 -1.389 2.163 1.922
N4 -0.042 2.263 1.902
C6 0.290 3.192 2.782
C7 1.705 3.613 3.021
C8 -0.867 3.701 3.405
C9 -1.917 3.019 2.825
C10 -3.378 3.165 3.099
N5 -1.787 1.538 -0.480
N6 -0.520 1.853 -0.843
C11 -0.545 2.206 -2.124
C12 0.698 2.567 -2.867
C13 -1.866 2.153 -2.598
C14 -2.621 1.713 -1.530
C15 -4.087 1.438 -1.491
H1 0.575 -3.665 2.505
H2 1.260 -2.207 3.242
H3 1.499 -2.520 1.519
H4 -2.119 -3.364 2.282
H5 -4.455 -2.275 1.608
H6 -4.306 -1.002 0.391
H7 -4.527 -0.567 2.083
H8 -3.322 1.323 1.146
H9 2.364 3.174 2.274
H10 2.041 3.300 4.012
H11 1.787 4.700 2.972
H12 -0.925 4.467 4.162
H13 -3.523 3.910 3.879
H14 -3.815 2.222 3.432
H15 -3.918 3.486 2.207
H16 1.571 2.417 -2.233
H17 0.663 3.608 -3.195
H18 0.801 1.937 -3.752
H19 -2.214 2.363 -3.596
H20 -4.532 1.711 -2.446
H21 -4.578 2.004 -0.697
H22 -4.282 0.379 -1.311
Cl1 5.169 0.915 -2.630
C16 5.167 0.799 -0.898
C17 6.385 0.770 -0.223
C18 6.423 0.686 1.146
Cl2 7.970 0.670 1.956
C19 5.234 0.604 1.894
C20 5.169 0.506 3.301
C21 3.953 0.411 3.922
C22 2.785 0.409 3.144
N7 2.810 0.509 1.837
C23 3.994 0.618 1.195
C24 3.920 0.760 -0.249
O1 2.798 0.840 -0.843
H23 7.304 0.820 -0.790
H24 6.084 0.508 3.878
H25 3.889 0.338 5.000
H26 1.804 0.341 3.603
C25 -2.093 -5.421 -0.295
C26 -0.705 -5.461 -0.278
C27 0.030 -4.375 -0.735
C28 -0.576 -3.209 -1.218
C29 -1.974 -3.194 -1.198
C30 -2.725 -4.276 -0.760
Si1 0.528 -1.698 -1.704
C31 -0.059 -1.228 -3.480
C32 -1.370 -0.872 -3.814
C33 -1.727 -0.479 -5.097
C34 -0.768 -0.400 -6.096
C35 0.549 -0.718 -5.789
C36 0.888 -1.125 -4.507
H27 -2.673 -6.268 0.053
H28 -0.194 -6.348 0.082
H29 1.115 -4.431 -0.723
H30 -2.505 -2.304 -1.516
H31 -3.809 -4.225 -0.772
H32 1.717 -2.524 -2.158
H33 -2.139 -0.878 -3.052
H34 -2.759 -0.222 -5.315
H35 -1.040 -0.088 -7.098
H36 1.312 -0.654 -6.558
H37 1.921 -1.376 -4.288



Look up the net charge of the third one. -1